No. 1
16
Properties=species:S:1:pos:R:3:mulliken_charge:R:1 method="wB97M-V/def2-TZVPD" mol_weight_g_mol=90.122 smiles="C=CO.CCO" total_charge=0 e_above_lowest_kj_mol=219.29 orbital_gap_ha=0.3275 homo_energy_ev=-8.3
C 2.07 0.41 -0.28 -0.16
O 1.10 0.74 0.80 -0.54
C 1.83 -1.09 -0.55 -0.98
H 3.10 0.48 0.12 0.29
H 1.95 1.20 -1.01 0.27
H 1.53 0.99 1.62 0.26
H 1.91 -1.75 0.32 0.27
H 2.46 -1.36 -1.38 0.35
H 0.80 -1.11 -0.89 0.26
C -3.35 -0.20 0.00 -0.75
C -2.08 0.14 0.25 0.14
O -1.67 1.43 0.25 -0.53
H -3.39 -1.27 -0.24 0.22
H -4.19 0.47 0.13 0.27
H -1.39 -0.61 0.64 0.26
H -0.70 1.52 0.21 0.38

No. 2
14
Properties=species:S:1:pos:R:3:mulliken_charge:R:1 method="wB97M-V/def2-TZVPD" mol_weight_g_mol=93.129 total_charge=0 e_above_lowest_kj_mol=929.10 orbital_gap_ha="0.3301 / 0.2699" homo_energy_ev="-8.3 / -7.3"
C -2.60 -0.25 0.01 -0.30
C 1.31 1.31 -0.69 -0.54
C 0.49 -1.24 -0.03 -0.13
C 1.57 0.71 0.71 -0.27
C 1.45 -0.17 -0.41 -0.10
C 0.30 -0.12 0.87 -0.22
N -1.93 0.70 0.29 -0.42
H -3.54 -0.22 -0.43 0.37
H -2.36 -1.34 0.34 0.21
H 0.34 1.77 -0.86 0.28
H 2.24 1.57 -1.20 0.25
H -0.22 -1.48 -0.78 0.35
H 0.75 -2.14 0.62 0.16
H 2.21 0.90 1.55 0.36

No. 3
19
Properties=species:S:1:pos:R:3:mulliken_charge:R:1 method="wB97M-V/def2-TZVPD" mol_weight_g_mol=119.144 total_charge=-1 e_above_lowest_kj_mol=347.65 orbital_gap_ha=0.2599 homo_energy_ev=-3.2
C -0.99 2.25 -0.19 -1.00
N -0.14 1.24 0.38 -0.54
C 1.06 1.06 -0.73 -0.11
O 1.85 2.03 -0.86 -0.77
H -0.43 3.18 -0.51 0.32
H -1.79 2.57 0.52 0.30
H -1.51 1.83 -1.05 0.33
H 0.32 1.71 1.17 0.20
H 0.38 0.89 -1.64 0.13
H 1.49 0.03 -0.42 0.01
O 2.05 -2.87 0.68 -0.54
C 1.10 -2.15 0.89 0.01
C -0.12 -2.12 -0.06 -0.27
N -1.16 -1.34 0.61 -0.74
H 1.00 -1.52 1.81 0.37
H 0.34 -1.68 -1.00 0.18
H -0.40 -3.19 -0.29 0.38
H -0.97 -0.30 0.53 0.53
H -2.07 -1.60 0.16 0.20

No. 4
20
Properties=species:S:1:pos:R:3:mulliken_charge:R:1 method="wB97M-V/def2-TZVPD" mol_weight_g_mol=228.575 smiles=OP(O)c1c(Cl)ccc2nccnc12 total_charge=0 orbital_gap_ha=0.2826 homo_energy_ev=-8.3
O 3.53 0.22 0.40 -0.45
P 2.43 1.00 -0.57 0.20
O 2.18 2.40 0.24 -0.42
C 0.92 -0.10 -0.46 -0.11
C 1.07 -1.39 -0.93 0.32
Cl 2.62 -1.91 -1.61 -0.18
C 0.02 -2.35 -0.88 -0.78
C -1.18 -1.96 -0.36 -0.26
C -1.43 -0.64 0.10 0.23
N -2.69 -0.37 0.58 -0.62
C -2.79 0.89 0.93 -0.21
C -1.74 1.86 0.88 -0.23
N -0.53 1.58 0.46 -0.42
C -0.37 0.29 0.04 0.65
H 3.23 -0.68 0.60 0.35
H 2.24 3.12 -0.40 0.36
H 0.17 -3.36 -1.25 0.42
H -1.97 -2.71 -0.31 0.37
H -3.76 1.22 1.33 0.36
H -1.95 2.88 1.20 0.42

No. 5
65
Properties=species:S:1:pos:R:3:mulliken_charge:R:1 method="wB97M-V/def2-TZVPD" mol_weight_g_mol=464.635 smiles="O=C1[C@@H]2CSCN2C(=O)CN1CCCN1CCN(C(c2ccccc2)c2ccccc2)CC1" total_charge=0 e_above_lowest_kj_mol=142.46 orbital_gap_ha=0.3391 homo_energy_ev=-8.6
O -1.76 1.45 1.98 -0.71
C -1.79 2.61 2.35 0.46
N -0.72 3.39 2.52 0.22
C -0.86 4.75 2.98 -0.91
H 0.06 5.30 2.78 0.38
C -2.02 5.45 2.28 0.77
O -1.96 6.57 1.83 -0.67
N -3.12 4.68 2.24 0.08
C -4.29 5.04 1.50 -0.68
H -5.10 5.35 2.16 0.31
H -4.05 5.84 0.79 0.43
S -4.78 3.52 0.63 -0.15
C -4.31 2.58 2.12 -0.69
C -3.11 3.31 2.73 0.00
H -3.19 3.30 3.83 0.13
H -5.17 2.55 2.80 0.39
H -4.03 1.57 1.82 0.39
H -1.05 4.77 4.07 0.34
C 0.60 2.91 2.14 -1.00
C 1.07 3.49 0.81 -0.41
H 1.48 4.49 0.93 0.53
H 0.22 3.55 0.13 0.36
C 2.15 2.58 0.20 -1.29
N 1.66 1.22 0.11 0.79
C 2.68 0.20 0.13 -1.17
C 2.02 -1.17 0.29 -0.58
N 1.15 -1.42 -0.84 0.40
C 0.12 -0.38 -0.86 -0.85
C 0.77 0.98 -1.01 -1.12
H -0.01 1.74 -1.03 0.40
H 1.33 1.02 -1.97 0.25
H -0.55 -0.57 -1.70 0.53
H -0.47 -0.39 0.07 0.32
C 0.55 -2.75 -0.81 -0.40
C 1.60 -3.83 -0.71 -0.06
C 2.73 -3.80 -1.52 0.29
C 3.66 -4.82 -1.46 -0.80
C 3.48 -5.88 -0.60 -0.43
C 2.36 -5.92 0.21 -0.69
C 1.43 -4.90 0.16 -0.44
H 0.55 -4.94 0.79 0.37
H 2.21 -6.75 0.89 0.40
H 4.21 -6.68 -0.55 0.38
H 4.54 -4.78 -2.10 0.40
H 2.87 -2.97 -2.19 0.29
C -0.22 -3.03 -2.07 0.10
C -1.34 -3.86 -2.04 -0.44
C -2.02 -4.17 -3.20 -0.73
C -1.59 -3.67 -4.41 -0.46
C -0.48 -2.84 -4.46 -0.85
C 0.20 -2.53 -3.30 0.26
H 1.06 -1.88 -3.33 0.32
H -0.14 -2.44 -5.40 0.40
H -2.12 -3.91 -5.32 0.39
H -2.89 -4.82 -3.15 0.41
H -1.68 -4.25 -1.09 0.37
H -0.13 -2.84 0.06 0.68
H 2.79 -1.94 0.33 0.52
H 1.46 -1.18 1.24 0.25
H 3.35 0.38 0.98 0.48
H 3.28 0.20 -0.80 0.25
H 3.02 2.58 0.86 0.46
H 2.46 2.98 -0.78 0.34
H 1.30 3.13 2.94 0.22
H 0.51 1.83 2.02 0.45

No. 6
97
Properties=species:S:1:pos:R:3:mulliken_charge:R:1 method="wB97M-V/def2-TZVPD" mol_weight_g_mol=1001.358 total_charge=-1 e_above_lowest_kj_mol=122.32 orbital_gap_ha=0.2160 homo_energy_ev=-3.9
In -0.90 -0.60 -1.01 0.49
N 0.82 -0.30 -5.41 -0.41
C 0.36 -0.75 -4.20 0.40
S -1.02 0.06 -3.55 -0.38
N 1.00 -1.78 -3.71 -1.49
N 0.46 -2.21 -2.55 0.99
C 0.76 -3.39 -2.17 -1.32
C 0.15 -3.91 -0.95 1.26
C 0.36 -5.21 -0.52 -0.94
C -0.32 -5.66 0.61 -0.45
C -1.20 -4.80 1.25 -0.99
C -1.34 -3.51 0.76 -0.47
N -0.67 -3.08 -0.31 0.43
H 0.55 0.63 -5.66 0.24
H 1.75 -0.61 -5.65 0.27
H 1.43 -4.01 -2.76 0.30
H 1.04 -5.86 -1.06 0.42
H -0.18 -6.67 0.97 0.40
H -1.76 -5.11 2.12 0.48
H -1.99 -2.75 1.19 0.77
N 1.19 3.04 -2.08 0.05
C 1.91 2.47 -3.10 -1.07
C 2.52 1.38 -2.56 -0.71
N 2.18 1.25 -1.24 0.53
C 1.37 2.28 -0.98 -0.27
C 0.75 2.62 0.30 0.11
N 0.97 2.05 1.46 0.09
C 0.17 2.71 2.35 -0.34
C -0.54 3.69 1.72 -0.91
N -0.15 3.64 0.41 0.00
H 0.43 3.72 -2.19 0.31
H 1.91 2.88 -4.10 0.49
H 3.16 0.66 -3.04 0.49
H 0.14 2.43 3.40 0.44
H -1.28 4.39 2.06 0.45
H -0.59 4.13 -0.37 0.32
C -3.22 1.57 1.06 -1.02
C -3.42 0.16 0.47 2.00
C -4.09 0.29 -0.91 -1.70
C -4.39 -0.60 1.40 -2.08
N -2.20 -0.63 0.49 0.04
H -4.15 2.15 1.09 0.44
H -2.49 2.11 0.45 -0.16
H -2.81 1.49 2.07 0.27
H -5.07 0.78 -0.86 0.44
H -4.20 -0.70 -1.35 0.31
H -3.45 0.90 -1.56 0.09
H -5.36 -0.09 1.47 0.44
H -3.96 -0.66 2.41 0.32
H -4.55 -1.61 1.03 0.33
C 5.33 -0.29 -1.12 -0.99
Si 5.14 -0.53 0.72 0.24
C 6.41 0.53 1.60 -1.15
C 5.48 -2.33 1.13 -1.05
C 3.44 -0.04 1.31 0.07
Te 1.91 -1.17 0.35 -0.17
C 1.77 -2.49 2.06 -0.49
Si 0.83 -1.92 3.59 0.22
C 1.55 -0.35 4.31 -0.93
C 1.10 -3.29 4.86 -1.16
C -0.99 -1.70 3.32 0.28
H 6.34 -0.58 -1.44 0.47
H 5.16 0.75 -1.41 0.31
H 4.61 -0.91 -1.66 0.20
H 7.42 0.34 1.21 0.31
H 6.43 0.32 2.67 0.31
H 6.20 1.59 1.47 0.32
H 6.44 -2.64 0.70 0.37
H 4.70 -2.97 0.70 0.27
H 5.52 -2.50 2.21 0.30
H 3.21 1.01 1.13 0.16
H 3.33 -0.23 2.38 0.07
H 2.80 -2.72 2.33 0.48
H 1.32 -3.42 1.70 0.16
H 2.60 -0.49 4.62 0.32
H 0.98 -0.08 5.20 0.39
H 1.51 0.48 3.61 0.06
H 2.16 -3.39 5.12 0.27
H 0.75 -4.25 4.48 0.30
H 0.55 -3.07 5.78 0.31
H -1.24 -1.23 2.36 -0.83
H -1.40 -1.06 4.11 0.55
H -1.51 -2.66 3.38 0.39
Br -3.73 5.82 -0.70 -0.20
C -4.31 4.62 -2.06 -0.03
C -5.64 4.71 -2.44 -0.56
C -6.13 3.85 -3.41 -0.47
C -5.30 2.90 -3.98 -0.74
C -3.98 2.81 -3.57 0.01
C -3.45 3.68 -2.61 0.12
C -2.00 3.48 -2.20 0.48
O -1.24 4.49 -2.25 -0.92
O -1.69 2.33 -1.86 -0.23
H -6.28 5.44 -1.97 0.39
H -7.17 3.91 -3.71 0.37
H -5.68 2.21 -4.73 0.39
H -3.32 2.05 -3.97 0.34

No. 7
15
Properties=species:S:1:pos:R:3:mulliken_charge:R:1 method="wB97M-V/def2-TZVPD" mol_weight_g_mol=96.133 total_charge=0 e_above_lowest_kj_mol=623.03 orbital_gap_ha=0.1961 homo_energy_ev=-7.3
C 1.15 0.20 -1.10 -0.43
C 1.72 -0.95 -0.41 -0.73
C 0.63 -0.09 0.42 0.77
C -0.74 -0.56 0.41 -0.70
N -3.09 0.13 0.14 -0.73
C -1.80 0.35 0.19 0.20
N 1.39 0.50 1.42 -0.71
H 0.54 0.01 -1.98 0.29
H -3.57 0.95 -0.20 0.26
H 1.58 1.19 -0.98 0.29
H 1.27 -1.90 -0.63 0.28
H 2.71 -0.76 -0.03 0.34
H -0.98 -1.60 0.32 0.28
H -1.65 1.46 0.36 0.34
H 0.83 1.07 2.07 0.25

No. 8
27
Properties=species:S:1:pos:R:3:mulliken_charge:R:1 method="wB97M-V/def2-TZVPD" mol_weight_g_mol=161.248 smiles=Cc1c[nH]c2ccccc12.CC total_charge=0 e_above_lowest_kj_mol=48.98 orbital_gap_ha=0.3229 homo_energy_ev=-7.9
C -0.51 -1.55 2.58 -1.30
C -1.35 -1.89 0.11 -0.80
C -0.45 -1.57 1.07 0.62
C 0.35 -0.95 -1.00 -0.43
C 0.71 -1.06 0.36 1.47
C 1.24 -0.47 -1.95 -0.97
C 1.98 -0.63 0.74 -0.38
C 2.53 -0.17 -1.57 -0.47
C 2.88 -0.17 -0.21 -0.77
N -0.90 -1.48 -1.13 0.06
H -2.30 -2.39 0.19 0.39
H -1.37 -1.66 -2.00 0.16
H -1.38 -0.98 2.89 0.29
H 0.37 -1.03 2.96 0.31
H 0.95 -0.37 -2.99 0.37
H 2.31 -0.64 1.78 0.33
H 3.26 0.11 -2.32 0.38
H 3.89 -0.09 0.15 0.35
H -0.61 -2.53 3.02 0.31
C -1.01 3.04 -0.56 -0.91
C -1.90 1.87 -0.16 -0.38
H -1.21 3.91 0.06 0.33
H 0.05 2.78 -0.50 0.27
H -1.20 3.32 -1.59 0.26
H -1.95 1.81 0.94 0.25
H -1.50 0.86 -0.26 -0.06
H -2.90 1.91 -0.58 0.34

No. 9
7
Properties=species:S:1:pos:R:3:mulliken_charge:R:1 method="wB97M-V/def2-TZVPD" mol_weight_g_mol=95.098 total_charge=0 e_above_lowest_kj_mol=362.37 orbital_gap_ha="0.3515 / 0.2649" homo_energy_ev="-10.0 / -8.5"
C -0.74 1.05 0.86 0.39
N 0.20 -1.38 -0.27 -0.43
O -0.08 1.77 0.22 -0.28
F -1.54 1.34 1.90 -0.15
S 1.25 -0.59 -1.19 0.06
H 0.50 -1.43 0.65 0.23
H 0.41 -0.76 -2.17 0.17

Calculated total energy: -308.81464 -287.23336 -418.95863 -1370.02311 -1777.67712 -5900.95546 -304.59819 -482.89652 -667.21224 (hartree)